1.
A cluster of 10 separate species, C28H80Cl4O32P8 in total at a distorted geometry, computed with the ωB97M-V functional and the def2-TZVPD basis.

Values from the calculation:
Charge ... 0
SMILES ... COP(=O)(OC)OC.COP(=O)(OC)OC.COP(=O)(OC)OC.COP(=O)(OC)OC.COP(=O)(OC)OC.COP(=O)(OC)OC.COP(=O)(OC)OC.COP(=O)(OC)OC.ClCCCl.ClCCCl
E ... -8094.8974 Ha
Frontier orbital gap ... 0.379 Ha

Each line ends with the Mulliken charge.
Geometry (Å):
C -0.66 -27.79 0.92  -0.70
O -1.83 -27.99 1.71  1.16
P -2.95 -26.84 1.72  -0.83
O -4.09 -27.15 2.57  0.12
O -2.19 -25.50 2.09  -0.34
C -2.07 -25.04 3.43  -0.34
O -3.24 -26.60 0.19  0.05
C -4.02 -27.57 -0.53  0.21
H -0.56 -28.65 0.25  0.19
H 0.23 -27.79 1.54  0.25
H -0.67 -26.89 0.30  0.13
H -2.63 -25.65 4.14  0.16
H -2.47 -24.02 3.45  -0.12
H -1.02 -25.01 3.72  0.36
H -3.40 -28.16 -1.20  0.08
H -4.75 -27.03 -1.12  -0.38
H -4.48 -28.28 0.16  0.02
C -3.77 -21.16 2.19  -0.92
O -3.02 -22.01 1.32  0.73
P -2.34 -21.29 0.06  0.38
O -1.66 -20.03 0.38  -0.66
O -3.49 -21.20 -1.03  -0.20
C -3.18 -20.62 -2.29  -0.77
O -1.36 -22.42 -0.46  -0.33
C -1.81 -23.78 -0.63  0.56
H -3.27 -20.22 2.38  0.31
H -3.93 -21.72 3.12  0.26
H -4.81 -21.01 1.89  0.25
H -2.10 -20.61 -2.51  0.34
H -3.50 -19.58 -2.37  0.28
H -3.69 -21.19 -3.07  0.22
H -1.35 -24.38 0.15  -0.05
H -1.50 -24.17 -1.60  0.33
H -2.90 -23.87 -0.57  -0.42
C 0.01 -30.35 3.95  -0.42
O -1.04 -31.30 3.87  -0.27
P -2.38 -31.05 4.68  0.36
O -2.15 -30.71 6.10  -0.71
O -3.20 -32.38 4.46  -0.17
C -2.71 -33.60 5.02  -0.89
O -3.14 -29.95 3.87  0.68
C -4.45 -29.55 4.30  -0.35
H -0.29 -29.42 4.44  -0.02
H 0.36 -30.04 2.96  0.19
H 0.84 -30.73 4.54  0.35
H -1.84 -33.47 5.66  0.35
H -2.60 -34.34 4.23  0.29
H -3.50 -33.99 5.67  0.27
H -4.83 -30.12 5.15  0.55
H -5.13 -29.66 3.46  -0.15
H -4.40 -28.51 4.60  -0.03
C -1.04 -20.76 4.71  -0.79
O -0.94 -19.92 3.57  -0.03
P 0.51 -19.32 3.19  1.08
O 1.47 -19.33 4.29  -0.77
O 0.92 -20.11 1.86  -0.21
C 1.28 -21.48 1.99  -0.52
O 0.09 -17.90 2.61  -0.33
C 0.90 -17.30 1.61  -0.67
H -0.86 -21.80 4.44  0.20
H -2.06 -20.71 5.08  0.27
H -0.37 -20.46 5.52  0.41
H 2.33 -21.65 1.75  0.34
H 0.60 -22.04 1.34  -0.03
H 1.20 -21.84 3.02  0.31
H 0.97 -16.24 1.86  0.26
H 0.45 -17.40 0.63  0.21
H 1.93 -17.67 1.64  0.34
C 0.46 -29.26 -2.44  -0.71
O 0.80 -30.16 -1.40  0.12
P 1.49 -31.55 -1.80  0.86
O 1.85 -32.40 -0.67  -0.68
O 0.48 -32.21 -2.83  -0.37
C -0.84 -32.54 -2.36  -0.69
O 2.68 -31.14 -2.76  -0.39
C 3.92 -30.67 -2.19  -0.69
H -0.42 -28.68 -2.16  0.10
H 0.21 -29.72 -3.40  0.40
H 1.28 -28.58 -2.67  0.34
H -1.51 -31.68 -2.33  0.20
H -0.77 -32.99 -1.37  0.33
H -1.19 -33.34 -3.01  0.37
H 3.97 -30.85 -1.12  0.35
H 3.99 -29.60 -2.40  0.26
H 4.70 -31.20 -2.72  0.23
C -6.87 -30.32 -0.26  -0.79
O -5.75 -30.50 0.63  -0.04
P -5.06 -31.96 0.66  0.47
O -4.87 -32.59 -0.65  -0.80
O -3.77 -31.66 1.51  0.34
C -2.64 -31.11 0.85  -0.99
O -5.96 -32.83 1.65  -0.40
C -6.49 -32.26 2.85  -0.33
H -7.16 -31.27 -0.72  0.41
H -6.59 -29.59 -1.01  0.08
H -7.69 -29.91 0.32  0.30
H -2.66 -30.03 0.85  0.28
H -2.60 -31.46 -0.19  0.40
H -1.72 -31.47 1.31  0.30
H -6.69 -31.20 2.73  0.14
H -5.82 -32.48 3.69  0.05
H -7.43 -32.77 3.04  0.33
C -3.33 -27.25 -4.83  -0.68
O -3.15 -25.85 -4.56  0.16
P -3.62 -24.81 -5.67  0.42
O -3.28 -25.19 -7.04  -0.77
O -5.15 -24.63 -5.36  0.12
C -6.02 -23.83 -6.17  -0.82
O -2.97 -23.46 -5.14  -0.19
C -1.55 -23.35 -5.21  -0.67
H -4.08 -27.66 -4.14  0.18
H -2.37 -27.73 -4.71  0.18
H -3.75 -27.41 -5.82  0.42
H -6.63 -24.50 -6.78  0.27
H -5.52 -23.10 -6.80  0.34
H -6.69 -23.30 -5.49  0.27
H -1.04 -24.09 -5.83  0.38
H -1.16 -23.51 -4.21  0.15
H -1.27 -22.35 -5.54  0.28
C -6.93 -26.06 -3.30  -0.33
O -7.88 -25.42 -2.45  -0.39
P -7.59 -23.94 -1.94  1.13
O -7.24 -22.95 -2.96  -0.82
O -8.88 -23.59 -1.12  -0.39
C -9.56 -24.56 -0.29  -0.65
O -6.53 -24.11 -0.76  -0.07
C -5.13 -23.93 -0.94  -0.27
H -6.92 -27.13 -3.13  0.28
H -5.94 -25.63 -3.12  -0.10
H -7.20 -25.88 -4.34  0.37
H -9.17 -25.57 -0.44  0.32
H -10.63 -24.45 -0.46  0.27
H -9.33 -24.26 0.73  0.22
H -4.79 -23.13 -0.29  0.39
H -4.81 -23.64 -1.94  0.37
H -4.62 -24.84 -0.61  -0.61
Cl -6.69 -23.99 5.07  -0.22
C -5.94 -25.48 4.41  0.26
C -7.00 -26.36 3.79  0.07
Cl -7.64 -25.71 2.28  -0.06
H -5.43 -25.98 5.23  0.27
H -5.21 -25.20 3.66  -0.39
H -7.76 -26.56 4.55  0.51
H -6.57 -27.35 3.61  -0.46
Cl 1.45 -27.82 6.16  -0.20
C -0.12 -27.23 6.81  0.16
C -0.77 -28.31 7.66  -0.27
Cl -0.09 -28.30 9.30  -0.21
H -0.72 -26.99 5.93  -0.34
H 0.05 -26.34 7.40  0.44
H -0.51 -29.28 7.26  0.17
H -1.85 -28.19 7.72  0.29

2.
A structure of composition C27H43N5Sb2Y at a distorted geometry, computed with the ωB97M-V functional and the def2-TZVPD basis.

Values from the calculation:
Charge ... +3
E ... -1846.4005 Ha
Frontier orbital gap ... 0.226 Ha

Each line ends with the natural charge from an NBO analysis.
Geometry (Å):
Y -0.87 -0.18 -0.53  1.97
C 1.02 4.10 -1.59  -0.71
C 0.65 2.68 -1.37  0.38
N -0.35 2.24 -0.70  -0.57
C -1.42 3.07 -0.18  -0.25
C -2.74 2.65 -0.89  -0.23
N -2.66 1.30 -1.50  -0.72
C -3.96 0.63 -1.74  -0.24
C -4.20 -0.50 -0.74  -0.23
N -3.04 -1.43 -0.64  -0.73
C -2.97 -2.50 -1.68  -0.23
C -2.20 -2.14 -2.95  -0.26
N -0.92 -1.50 -2.63  -0.58
C 0.05 -1.44 -3.46  0.41
C 0.13 -2.07 -4.80  -0.71
C 1.14 -0.49 -3.08  0.15
C 2.46 -0.49 -3.53  -0.18
C 3.27 0.58 -3.18  -0.09
C 2.75 1.66 -2.47  -0.18
C 1.43 1.59 -2.05  0.16
N 0.69 0.51 -2.31  -0.56
H 0.96 4.68 -0.67  0.27
H 0.33 4.57 -2.31  0.28
H 2.02 4.20 -2.00  0.26
H -1.25 4.14 -0.33  0.24
H -1.50 2.89 0.89  0.23
H -2.98 3.39 -1.65  0.23
H -3.56 2.66 -0.16  0.23
H -2.23 1.43 -2.41  0.40
H -3.96 0.22 -2.75  0.22
H -4.79 1.33 -1.67  0.25
H -5.11 -1.03 -1.01  0.24
H -4.34 -0.07 0.26  0.22
H -3.20 -1.94 0.23  0.41
H -3.98 -2.82 -1.97  0.24
H -2.47 -3.35 -1.22  0.23
H -2.77 -1.47 -3.58  0.22
H -2.07 -3.07 -3.51  0.24
H -0.68 -2.76 -5.00  0.26
H 1.08 -2.60 -4.92  0.27
H 0.12 -1.30 -5.57  0.28
H 2.85 -1.31 -4.12  0.26
H 4.31 0.60 -3.50  0.27
H 3.38 2.51 -2.25  0.26
C 1.60 2.20 4.74  -0.97
Sb 0.53 2.84 2.99  1.03
C -1.44 2.45 3.79  -0.99
C 0.65 0.86 1.83  -0.82
C 1.90 0.14 2.19  -0.10
C 3.11 0.59 1.68  -0.19
C 4.31 -0.03 1.99  -0.21
C 4.32 -1.11 2.85  -0.19
C 3.12 -1.59 3.36  -0.19
C 1.91 -0.98 3.05  -0.06
C 0.62 -1.63 3.42  -0.67
Sb -0.16 -2.35 1.52  0.84
C -0.97 -4.27 2.02  -0.92
C 1.70 -2.91 0.61  -0.95
H 1.47 2.98 5.49  0.26
H 2.66 2.08 4.52  0.25
H 1.19 1.27 5.13  0.23
H -1.40 1.63 4.50  0.24
H -2.15 2.22 2.98  0.20
H -1.80 3.34 4.31  0.26
H 0.66 1.23 0.80  0.20
H -0.30 0.37 2.09  0.21
H 3.10 1.45 1.01  0.19
H 5.24 0.33 1.56  0.24
H 5.25 -1.60 3.11  0.25
H 3.12 -2.44 4.03  0.23
H -0.12 -0.96 3.86  0.24
H 0.74 -2.50 4.06  0.26
H -0.15 -4.98 2.03  0.26
H -1.74 -4.60 1.32  0.24
H -1.40 -4.21 3.02  0.26
H 2.31 -3.47 1.31  0.27
H 2.23 -2.00 0.32  0.24
H 1.50 -3.52 -0.27  0.24

Q: Look up the frontier orbital gap of the first one.
A: 0.379 Ha

Q: charge of number 2 (C27H43N5Sb2Y)?
A: +3